# 1
Below is Cl2H4OSi2 in the gas phase at a distorted geometry, with properties calculated with the ωB97M-V functional and the def2-TZVPD basis.

Geometry as XYZ:
```
9
Properties=species:S:1:pos:R:3:lowdin_charge:R:1
Cl 0.48 -0.37 -3.61 0.301
Cl -2.18 1.07 -2.23 0.310
Si -0.45 -0.71 0.42 0.582
Si -0.26 0.53 -1.96 -0.475
O 0.40 2.09 -1.96 -0.306
H 1.35 2.07 -2.08 0.021
H 0.70 -1.04 1.32 -0.123
H -1.02 0.36 1.12 -0.142
H -0.89 -1.96 0.09 -0.168
```

## Properties
HOMO in eV: -9.79
SMILES string: O[Si]([SiH3])(Cl)Cl
Gap between HOMO and LUMO in Ha: 0.3680
E in Ha: -1577.0970
LUMO in hartree: 0.008
Energy above the lowest of the compared OMol25 structures with the same formula, charge and spin in eV: 1.973



# 2
Below is 2 unconnected molecules or ions with the total composition C5H17N2O at a distorted geometry, with properties calculated with the ωB97M-V functional and the def2-TZVPD basis.

Geometry as XYZ:
```
25
Properties=species:S:1:pos:R:3:lowdin_charge:R:1
O 0.37 -2.75 0.67 -0.173
N 1.37 -0.48 -0.98 0.107
N -2.08 0.69 -0.41 -0.125
C -0.84 0.73 -1.12 -0.233
C 1.77 1.23 1.68 -0.110
C -2.74 -0.59 -0.22 -0.125
C 1.06 1.51 0.35 -0.237
C 0.30 0.29 -0.20 -0.326
H -0.02 -0.31 0.64 0.105
H -0.69 1.72 -1.56 0.121
H 1.06 0.73 2.33 0.078
H -3.47 -0.45 0.58 0.078
H -0.06 -3.29 1.36 0.029
H 1.09 -1.36 -1.47 0.032
H 1.72 1.93 -0.42 0.099
H 2.22 2.11 2.11 0.065
H -0.80 0.10 -2.02 0.098
H -2.72 1.44 -0.57 0.102
H 0.42 2.37 0.52 0.109
H 0.95 -3.22 0.04 -0.011
H 1.83 0.17 -1.65 0.069
H -3.34 -0.89 -1.08 0.074
H -2.09 -1.41 0.09 0.062
H 2.68 0.62 1.57 0.056
H 2.00 -0.87 -0.24 0.056
```

## Properties
HOMO (alpha / beta) in eV: -3.31 / -8.89
Gap between HOMO and LUMO (alpha / beta) in Ha: 0.1529 / 0.3529
E in Ha: -385.3072
LUMO (alpha / beta) in hartree: 0.031 / 0.026
2S+1: 2
Energy above the lowest of the compared OMol25 structures with the same formula, charge and spin in eV: 1.552



# 3
Below is C5H10O in the gas phase, with properties calculated with the ωB97M-V functional and the def2-TZVPD basis.

Geometry as XYZ:
```
16
Properties=species:S:1:pos:R:3:lowdin_charge:R:1
O -1.18 0.82 2.09 0.046
C -1.10 1.02 0.90 -0.337
C 0.09 0.71 0.09 -0.299
C -0.18 -1.30 -1.49 -0.113
C -0.52 -0.80 -0.11 -0.213
C 1.44 0.85 0.81 -0.060
H -0.72 -0.69 -2.22 0.080
H -0.45 -2.35 -1.65 0.075
H -1.62 -0.91 0.04 0.116
H -1.98 1.22 0.24 0.133
H 0.89 -1.16 -1.62 0.074
H 1.55 1.84 1.29 0.085
H -0.12 -1.41 0.72 0.121
H 0.11 1.30 -0.85 0.141
H 2.30 0.74 0.14 0.075
H 1.50 0.12 1.62 0.075
```

## Properties
HOMO in eV: -9.46
SMILES string: CC[C@H](C)C=O
Gap between HOMO and LUMO in Ha: 0.3844
E in Ha: -271.7138
LUMO in hartree: 0.037
Energy above the lowest of the compared OMol25 structures with the same formula, charge and spin in eV: 1.057



# 4
Below is a molecular structure, C18H15IN2O2Pd, with properties calculated with the ωB97M-V functional and the def2-TZVPD basis.

Geometry as XYZ:
```
39
Properties=species:S:1:pos:R:3:lowdin_charge:R:1
I 1.30 2.88 -3.38 0.805
Pd 0.19 0.70 -2.31 0.634
O -1.36 -0.57 -2.07 -0.169
O 2.68 -0.52 -2.16 -0.164
N 0.72 -0.26 -0.36 -0.018
N -0.14 -0.27 0.56 0.086
C 3.75 -0.23 1.83 -0.089
C 3.67 -0.56 -3.16 -0.087
C -4.27 -0.43 0.00 -0.019
C -1.48 -0.29 0.30 -0.149
C 4.41 -0.44 -0.47 -0.024
C -0.66 2.04 -3.47 -0.689
C -2.05 -0.44 -0.99 -0.349
C 3.08 -0.41 -0.86 -0.235
C -3.48 -0.54 -1.08 -0.003
C -2.65 0.09 3.85 -0.083
C -3.73 -0.24 1.31 -0.177
C -1.81 -0.02 2.77 -0.029
C 4.75 -0.35 0.87 -0.084
C -4.57 -0.13 2.44 -0.045
C 2.07 -0.29 0.10 -0.168
C -2.33 -0.18 1.47 -0.101
C -4.04 0.04 3.69 -0.093
C 2.42 -0.21 1.44 -0.017
H -1.35 2.72 -2.96 -0.026
H 4.29 -1.45 -3.07 0.097
H -5.35 -0.50 -0.10 0.115
H 4.01 -0.17 2.88 0.102
H -4.69 0.13 4.55 0.099
H 4.30 0.34 -3.13 0.095
H 3.14 -0.59 -4.11 0.091
H 5.79 -0.37 1.16 0.104
H -3.89 -0.69 -2.07 0.116
H 1.63 -0.12 2.17 0.096
H -0.95 1.82 -4.49 -0.025
H -5.64 -0.17 2.29 0.110
H -2.23 0.21 4.84 0.100
H 5.20 -0.54 -1.21 0.102
H -0.74 0.02 2.91 0.091
```

## Properties
HOMO in eV: -7.36
Gap between HOMO and LUMO in Ha: 0.2479
E in Ha: -1380.4175
LUMO in hartree: -0.023



# 5
Below is 7 unconnected molecules or ions with the total composition C20H43Cl2N5O8 at a distorted geometry, with properties calculated with the ωB97M-V functional and the def2-TZVPD basis.

Geometry as XYZ:
```
78
Properties=species:S:1:pos:R:3:lowdin_charge:R:1
Cl -0.36 4.26 0.25 0.609
Cl 0.60 5.69 4.16 0.521
O 4.70 -5.91 4.27 0.016
O -1.58 -4.83 2.08 0.049
O 1.33 0.16 1.03 0.078
O 1.13 2.07 -3.67 0.012
O 1.32 -1.68 2.36 0.126
O -3.37 2.32 1.38 0.010
O -2.60 -0.77 -2.41 0.012
O -0.57 -0.81 1.48 0.075
N -2.03 -3.31 0.48 0.016
N -1.31 1.00 -2.81 0.030
N 4.76 -4.96 2.24 0.014
N -4.93 3.47 0.19 0.035
N 3.19 1.86 -2.79 0.039
C 5.20 -5.81 3.15 -0.561
C 0.19 4.58 2.77 -0.644
C 3.18 0.38 -2.66 -0.019
C 0.75 -0.84 1.67 -0.547
C 2.17 2.54 -3.25 -0.585
C -1.20 -4.15 1.16 -0.579
C 0.38 0.67 0.11 -0.116
C -4.12 4.72 0.01 -0.054
C -0.61 -1.12 -3.77 0.002
C -1.60 -0.28 -2.91 -0.560
C -0.93 0.33 0.82 -0.143
C -4.45 2.36 0.80 -0.565
C 6.52 -6.54 2.82 -0.001
C -0.34 5.39 1.64 -0.632
C -2.22 2.08 -2.33 -0.035
C -5.23 1.10 0.69 0.007
C 3.54 -4.11 2.36 -0.048
C -3.39 -2.97 0.95 -0.043
C 0.21 -4.30 0.70 -0.005
C 2.22 4.04 -3.15 0.010
H 0.03 -0.51 -4.41 0.062
H -0.05 -1.86 -3.20 0.073
H -5.68 3.37 -0.47 0.130
H 5.30 -4.77 1.41 0.126
H 6.77 -6.29 1.79 0.058
H -3.62 4.88 -0.95 0.069
H -4.08 -3.12 0.12 0.077
H -0.60 3.94 3.17 0.073
H -4.60 0.28 0.35 0.077
H -1.68 3.00 -2.08 0.051
H -1.34 5.82 1.72 0.072
H 1.11 4.03 2.55 0.068
H 3.52 0.18 -1.64 0.081
H 2.89 -4.50 3.14 0.089
H -3.32 -1.90 1.16 0.064
H -2.92 1.89 -1.52 0.064
H 3.19 4.32 -2.75 0.074
H -0.59 1.41 -3.38 0.076
H 1.44 4.38 -2.46 0.068
H 0.45 -5.35 0.53 0.094
H 2.88 -4.17 1.50 0.055
H -3.27 4.83 0.69 0.046
H 0.35 -3.71 -0.21 0.072
H 3.71 -3.08 2.68 0.080
H -3.78 -3.56 1.78 0.086
H 0.59 1.73 -0.04 0.081
H 2.20 -0.06 -2.83 0.071
H -1.73 0.11 0.11 0.117
H -1.27 1.20 1.38 0.111
H 4.00 -0.03 -3.25 0.082
H -0.95 -1.68 -4.64 0.076
H 0.33 6.20 1.37 0.068
H -4.81 5.56 0.02 0.078
H 6.34 -7.62 2.76 0.078
H 0.88 -3.88 1.45 0.044
H 2.05 4.48 -4.13 0.092
H -2.88 2.36 -3.15 0.085
H 7.34 -6.31 3.51 0.082
H 4.02 2.35 -2.48 0.141
H -5.68 0.75 1.62 0.092
H -1.58 -2.69 -0.17 0.109
H -6.07 1.23 0.00 0.074
H 0.52 0.17 -0.85 0.113
```

## Properties
HOMO in eV: -8.86
SMILES string: O=C1OCCO1.CNC(C)=O.CNC(C)=O.CNC(C)=O.CNC(C)=O.CNC(C)=O.ClCCCl
Gap between HOMO and LUMO in Ha: 0.3309
E in Ha: -2583.9925
LUMO in hartree: 0.005
Energy above the lowest of the compared OMol25 structures with the same formula, charge and spin in eV: 0.000



# 6
Below is a gas-phase ion, C6H14N4P (charge +1) at a distorted geometry, with properties calculated with the ωB97M-V functional and the def2-TZVPD basis.

Geometry as XYZ:
```
25
Properties=species:S:1:pos:R:3:lowdin_charge:R:1
P -0.34 1.20 2.78 0.926
N -0.21 0.82 -1.30 -0.106
N 1.42 -0.62 -0.33 -0.130
N -0.26 0.48 1.10 -0.429
N -0.80 -1.34 -0.66 -0.049
C -1.32 -1.26 0.53 0.069
C 1.17 0.45 -1.32 -0.139
C -0.52 1.36 -0.02 -0.269
C 1.24 -0.07 1.01 -0.166
C 0.72 -1.81 -0.65 -0.064
C -1.11 -0.26 -1.62 -0.080
H -0.78 -0.60 -2.57 0.131
H 1.76 1.35 -0.94 0.152
H 0.17 2.16 0.11 0.105
H 1.38 -0.86 1.73 0.115
H -1.17 -2.02 1.21 0.101
H 1.13 -2.18 -1.65 0.160
H 1.47 0.22 -2.38 0.158
H 0.73 2.22 2.38 -0.032
H -1.56 1.64 -0.07 0.135
H -2.24 -0.74 0.78 0.123
H -2.06 0.05 -1.68 0.104
H 0.75 -2.69 0.10 0.162
H 1.95 0.79 1.16 0.123
H -1.55 1.72 2.33 -0.100
```

## Properties
Charge: +1
HOMO in eV: -13.04
SMILES string: C=[N+]1CN2CN(P)CN(C2)C1
Gap between HOMO and LUMO in Ha: 0.3570
E in Ha: -797.0377
LUMO in hartree: -0.122
Energy above the lowest of the compared OMol25 structures with the same formula, charge and spin in eV: 0.000



# 7
Below is 3 unconnected molecules or ions with the total composition C5H12O, with properties calculated with the ωB97M-V functional and the def2-TZVPD basis.

Geometry as XYZ:
```
18
Properties=species:S:1:pos:R:3:lowdin_charge:R:1
O -0.56 0.32 -0.03 -0.092
C 1.10 1.39 1.25 -0.008
C 1.45 -0.93 0.56 -0.027
C 0.77 0.29 0.35 -0.673
C -0.95 -0.57 -1.05 -0.270
C -2.31 -0.13 -1.54 -0.074
H 1.10 -1.85 0.10 0.056
H 0.92 0.18 2.58 0.090
H -0.99 -1.60 -0.66 0.117
H 1.40 1.14 -0.25 0.201
H 0.48 2.28 1.21 0.085
H 2.14 1.51 1.52 0.078
H -3.03 -0.13 -0.71 0.080
H 2.52 -0.87 0.71 0.069
H -2.26 0.89 -1.95 0.078
H -2.68 -0.80 -2.32 0.077
H 1.06 -0.61 2.25 0.085
H -0.21 -0.56 -1.87 0.127
```

## Properties
HOMO in eV: -7.95
Gap between HOMO and LUMO in Ha: 0.3307
E in Ha: -272.7389
LUMO in hartree: 0.038
Energy above the lowest of the compared OMol25 structures with the same formula, charge and spin in eV: 5.708



# 8
Below is a molecular structure, C12H32O12S4 at a distorted geometry, with properties calculated with the ωB97M-V functional and the def2-TZVPD basis.

Geometry as XYZ:
```
60
Properties=species:S:1:pos:R:3:lowdin_charge:R:1
S 13.49 14.57 2.05 0.778
S 12.04 8.92 9.68 0.666
S 17.48 10.97 0.84 0.787
S 13.23 12.00 3.89 0.747
O 12.20 12.21 2.92 -0.326
O 10.44 9.53 9.64 -0.279
O 12.32 8.13 8.53 -0.281
O 12.94 9.96 10.18 -0.284
O 12.21 15.08 3.01 -0.185
O 18.69 10.15 0.85 -0.300
O 14.50 14.03 2.93 -0.373
O 16.99 11.60 -0.45 -0.335
O 13.49 13.04 4.83 -0.298
O 13.01 10.56 4.67 -0.223
O 17.67 12.21 2.00 -0.301
O 13.91 15.62 1.09 -0.289
C 12.26 10.67 6.86 -0.106
C 11.82 10.43 5.44 -0.238
C 9.58 10.82 7.77 -0.075
C 11.73 7.76 11.07 -0.108
C 12.64 13.20 1.11 -0.079
C 17.42 14.51 2.99 -0.019
C 10.67 14.78 4.81 -0.029
C 17.16 13.53 1.71 -0.222
C 14.78 11.48 2.98 -0.130
C 12.04 14.46 4.20 -0.412
C 16.07 10.06 1.71 -0.134
C 9.61 9.43 8.44 -0.235
H 16.42 9.04 1.84 0.084
H 11.60 8.22 12.04 0.070
H 15.05 12.37 2.42 0.055
H 10.59 11.22 7.69 0.022
H 17.69 13.71 0.77 0.113
H 12.34 11.75 6.89 0.094
H 15.82 10.48 2.68 -0.029
H 10.02 8.72 7.72 0.103
H 10.34 15.81 4.70 0.080
H 11.65 10.44 7.74 0.002
H 10.62 14.49 5.86 0.077
H 11.62 13.56 1.14 0.083
H 14.56 10.59 2.39 0.048
H 15.43 11.15 3.79 0.121
H 9.10 10.91 6.79 0.090
H 12.71 14.75 5.01 0.127
H 10.79 7.30 10.78 0.061
H 12.18 13.39 4.07 -0.001
H 17.58 15.56 2.71 0.072
H 12.55 7.04 11.15 0.069
H 8.67 9.00 8.78 0.121
H 11.06 11.13 5.10 0.117
H 13.24 10.36 7.23 0.100
H 16.72 14.47 3.82 0.061
H 9.03 11.37 8.53 0.084
H 15.22 9.84 1.05 0.093
H 10.01 14.11 4.26 0.074
H 11.36 9.45 5.32 0.129
H 18.39 14.21 3.38 0.064
H 16.09 13.49 1.53 0.064
H 12.98 13.17 0.07 0.078
H 12.84 12.35 1.77 -0.041
```

## Properties
HOMO in eV: -9.69
Gap between HOMO and LUMO in Ha: 0.3610
E in Ha: -2971.5159
LUMO in hartree: 0.005
Energy above the lowest of the compared OMol25 structures with the same formula, charge and spin in eV: 13.219